{"formula": "C36H64O20S2", "method": "the ωB97M-V functional and the def2-TZVPD basis", "species": ["C", "C", "C", "O", "C", "O", "O", "H", "H", "H", "H", "H", "H", "C", "C", "C", "O", "C", "O", "O", "H", "H", "H", "H", "H", "H", "C", "C", "C", "O", "C", "O", "O", "H", "H", "H", "H", "H", "H", "C", "C", "C", "O", "C", "O", "O", "H", "H", "H", "H", "H", "H", "C", "C", "O", "C", "H", "H", "H", "H", "H", "H", "C", "C", "O", "C", "H", "H", "H", "H", "H", "H", "C", "C", "O", "C", "H", "H", "H", "H", "H", "H", "C", "C", "O", "C", "H", "H", "H", "H", "H", "H", "C", "C", "C", "S", "O", "O", "C", "H", "H", "H", "H", "H", "H", "H", "H", "C", "C", "C", "S", "O", "O", "C", "H", "H", "H", "H", "H", "H", "H", "H"], "xyz": [[-1.206191, -1.470603, -0.963035], [-1.039601, -0.197473, -0.194835], [-0.166741, -0.219003, 0.980425], [0.768109, 0.842927, 0.739785], [0.581699, 1.284887, -0.520255], [1.239379, 2.200667, -1.034435], [-0.415621, 0.621357, -1.090055], [-1.789131, -1.283223, -1.864795], [-1.849181, -2.191843, -0.458575], [-0.267891, -1.947353, -1.246585], [-2.002971, 0.283407, -0.025225], [0.327449, -1.184833, 1.085515], [-0.791381, -0.168253, 1.872255], [2.806109, -1.817273, 2.247845], [3.748619, -1.772983, 1.026175], [4.201319, -3.155503, 0.491135], [3.806299, -3.157003, -0.837355], [2.951579, -2.107293, -1.119375], [2.387219, -1.880073, -2.206585], [2.897699, -1.298723, -0.011145], [3.358329, -2.195483, 3.108135], [1.951989, -2.475803, 2.089935], [2.436259, -0.815903, 2.468215], [4.555849, -1.057833, 1.184425], [3.625749, -3.991933, 0.887625], [5.264679, -3.276663, 0.697755], [-1.092691, 3.531437, 1.937305], [-1.840031, 4.743427, 1.400195], [-1.547481, 6.109617, 2.067935], [-1.057441, 6.864217, 1.030765], [-1.101411, 6.204617, -0.138355], [-0.853321, 6.642137, -1.277455], [-1.434531, 4.956187, 0.049175], [-1.127421, 3.427737, 3.021805], [-0.010851, 3.615547, 1.834115], [-1.323871, 2.570447, 1.477775], [-2.925691, 4.647537, 1.415235], [-0.860551, 5.910897, 2.890575], [-2.478191, 6.462227, 2.512405], [2.628789, 0.993257, -5.565125], [1.178759, 0.480397, -5.413635], [0.532489, 0.674147, -4.085205], [-0.673801, 1.352787, -4.322565], [-0.731391, 1.645167, -5.618595], [-1.649321, 2.131997, -6.237805], [0.356219, 1.205027, -6.221435], [3.332629, 0.462137, -4.924345], [2.666949, 2.075267, -5.439075], [2.963839, 0.836837, -6.590495], [1.087799, -0.548093, -5.762965], [1.076099, 1.295257, -3.373295], [0.229629, -0.264203, -3.620575], [2.718089, 6.114057, -3.626185], [1.837029, 5.130537, -4.305815], [2.097449, 4.759777, -5.465725], [0.615379, 4.649557, -3.527075], [2.764659, 5.837637, -2.572845], [2.299599, 7.119527, -3.670895], [3.729729, 6.077837, -4.030385], [0.243319, 5.405727, -2.835785], [0.881799, 3.777937, -2.929235], [-0.200701, 4.451967, -4.222115], [-2.258891, 0.450227, 4.795405], [-0.827551, 0.611937, 5.281745], [-0.629631, 0.796377, 6.508465], [0.296029, 0.456327, 4.284245], [-2.305391, 0.671017, 3.729015], [-2.977021, 1.150107, 5.222675], [-2.603441, -0.565413, 4.989995], [0.151939, -0.381303, 3.601805], [1.194419, 0.157757, 4.824485], [0.494779, 1.421427, 3.818235], [7.066939, 0.120737, -1.156765], [6.039199, 1.201017, -0.839465], [6.211849, 1.975377, 0.141065], [4.758049, 1.213127, -1.628825], [7.844309, 0.015357, -0.399995], [7.505389, 0.362737, -2.124905], [6.638839, -0.880633, -1.202285], [4.116059, 1.939307, -1.130215], [4.172609, 0.301477, -1.748175], [5.011429, 1.687637, -2.576845], [-2.198271, -3.464763, 2.619765], [-1.124041, -3.474553, 3.694455], [-0.220581, -2.717293, 3.737515], [-1.267651, -4.509203, 4.745285], [-2.084501, -2.714123, 1.837655], [-3.151371, -3.091753, 2.994685], [-2.264701, -4.430173, 2.118075], [-0.629921, -4.346023, 5.614065], [-0.975201, -5.461973, 4.303925], [-2.271961, -4.509453, 5.168905], [-0.882371, -6.519183, -1.960935], [0.559959, -6.114063, -2.339225], [1.505609, -6.009353, -1.142145], [0.421659, -5.438753, 0.324015], [0.505649, -4.034473, 0.675875], [0.390449, -6.389443, 1.394985], [-1.166681, -5.836233, -0.610765], [-0.709511, -7.586323, -1.821545], [-1.619611, -6.422973, -2.758015], [0.592369, -5.103123, -2.745485], [1.028829, -6.705103, -3.125945], [2.416319, -5.416953, -1.230205], [1.801239, -7.041763, -0.955505], [-1.730451, -4.918123, -0.776075], [-1.860701, -6.388733, 0.022635], [-6.017741, 2.174697, 2.373425], [-5.023651, 2.223687, 1.189895], [-5.372641, 1.003557, 0.300945], [-5.881721, -0.379903, 1.468905], [-4.811061, -1.327023, 1.597675], [-7.243701, -0.774983, 1.054125], [-5.985611, 0.717427, 2.980095], [-7.003331, 2.322407, 1.931965], [-5.766621, 2.942027, 3.105725], [-3.995471, 2.049867, 1.507265], [-4.987801, 3.181757, 0.671325], [-4.502361, 0.660267, -0.258395], [-6.251381, 1.215907, -0.308005], [-5.004101, 0.583897, 3.434945], [-6.828491, 0.426917, 3.607195]], "atomic_forces_ev_per_a": [[-1.282, -1.260, -0.099], [-2.081, -1.409, -1.048], [0.214, -1.302, 1.218], [-0.221, 0.261, 0.210], [1.562, 2.014, -0.418], [-1.568, -2.203, 0.977], [1.987, 2.815, -2.112], [0.208, 0.340, -0.209], [0.281, -0.137, 0.442], [0.115, 0.167, 0.231], [-0.317, -0.259, 0.437], [0.506, 0.153, -0.175], [0.482, 0.889, 0.209], [0.964, -0.242, 0.066], [-1.625, -0.666, 1.163], [-0.546, 0.388, 1.851], [-0.800, 1.153, -2.854], [-0.187, 0.811, -1.301], [1.797, -0.988, 3.750], [-0.342, -0.282, -2.575], [-0.054, 0.090, 0.180], [0.116, -0.066, -0.210], [0.142, 0.017, 0.015], [0.105, -0.084, -0.192], [0.247, 0.133, 0.907], [0.026, -0.271, -0.719], [0.722, -0.008, 0.557], [-0.123, -0.506, 0.515], [-0.639, -2.596, 1.323], [0.670, 1.902, -1.338], [0.824, 1.311, -3.146], [-0.258, -0.601, 3.356], [-0.570, -1.040, -0.139], [-0.818, 0.023, 0.130], [0.140, 0.464, -0.606], [-0.478, 0.178, -0.065], [0.024, -0.623, -0.212], [0.519, 0.704, -0.193], [0.149, 0.649, -0.299], [-0.512, -0.460, -0.414], [2.121, -0.845, 0.196], [0.111, -0.769, 2.361], [-1.090, 0.873, -0.194], [-2.233, 0.195, -1.589], [0.964, 0.005, 1.381], [-0.264, 1.476, -2.744], [-0.144, 0.170, 0.219], [-0.018, 0.008, 0.456], [-0.105, -0.178, -0.065], [0.374, -0.233, 0.252], [0.408, -0.313, 0.028], [0.524, 0.009, 0.215], [1.325, -0.044, 0.418], [-0.512, -0.555, -1.441], [-0.701, 0.650, 2.562], [-0.594, 0.155, -0.885], [-0.191, -0.093, 0.044], [-0.246, -0.037, -0.275], [-0.146, 0.240, -0.162], [0.438, 0.445, 0.102], [0.250, -0.370, -0.036], [0.141, -0.465, -0.061], [0.098, 0.575, -0.658], [-0.135, 0.062, 3.598], [-0.256, -0.344, -3.538], [0.467, -0.424, 0.905], [0.029, -0.413, -0.314], [0.303, -0.055, 0.599], [0.070, -0.046, -0.089], [-0.410, 0.401, -0.161], [0.035, 0.340, 0.244], [-0.087, -0.108, -0.400], [0.012, 0.222, 0.164], [0.572, 0.358, 3.702], [-0.513, -1.977, -3.159], [-0.134, 1.504, 0.281], [0.017, 0.633, -0.039], [0.143, -0.223, -0.080], [-0.477, 0.099, -0.387], [-0.152, -0.063, 0.071], [0.580, -0.194, -0.121], [-0.137, -0.382, -0.470], [-0.072, 0.790, -0.544], [-1.981, -1.169, -0.174], [2.154, 2.312, -0.434], [-0.126, -0.499, 0.950], [0.951, 0.007, -0.058], [-0.277, -0.815, 0.554], [-0.347, -0.100, 0.323], [0.354, 0.276, -0.342], [-0.411, -0.264, 0.067], [-0.246, -0.449, -0.441], [2.169, -0.923, 1.051], [0.427, 2.524, -0.851], [-0.689, -0.953, 1.120], [-1.942, -1.184, -1.973], [0.493, -0.265, -0.725], [0.881, -0.335, 0.556], [-0.708, 0.829, -0.491], [-0.797, -0.310, 0.361], [0.113, 0.465, 0.228], [-0.465, 0.238, -0.371], [-0.204, -0.377, 0.190], [-0.370, 0.299, -0.220], [0.116, 0.060, 0.894], [0.422, 0.451, -0.117], [0.615, -0.356, 0.305], [0.155, -0.972, -0.346], [0.132, -1.333, 0.263], [-0.022, 0.150, 0.803], [-2.436, 2.030, -0.886], [0.279, -0.366, 0.146], [2.183, 0.254, 0.843], [0.829, 0.640, -1.541], [-0.170, 0.346, 0.344], [-0.327, -0.149, 0.130], [0.149, 0.100, 0.494], [-0.465, -0.119, -0.175], [-0.326, -0.113, -0.206], [0.159, -0.295, -0.145], [-0.194, -0.215, 0.420], [0.176, 0.041, -0.140]], "mulliken_charge": [-1.6952, 0.9523, 2.0678, -0.1471, 0.6261, -0.6977, -0.0145, 0.5457, 0.3329, 0.1401, -0.6138, -1.0579, -0.4329, -0.9767, 0.5363, -0.5544, -0.4317, 0.5258, -0.5995, 0.0765, 0.5445, -0.0410, 0.0696, 0.3074, 0.2530, 0.3812, -1.2678, 0.6398, -0.4811, -0.3251, 0.6354, -0.6830, -0.2131, 0.5081, 0.5863, -0.1473, 0.0267, 0.3368, 0.3245, -1.1672, 0.6343, 0.8023, -0.3533, 0.5968, -0.6051, -0.3825, 0.3021, 0.1261, 0.4134, 0.2168, -0.4843, -0.1137, -1.1171, 0.9444, -0.1533, -0.3174, 0.3830, 0.3376, 0.4011, 0.2214, -0.0279, 0.3627, -0.3414, 0.0309, -0.6171, 0.0728, -0.1852, 0.5083, 0.3073, -0.5143, 0.4326, 0.3923, -1.1354, 0.6639, -0.6015, -0.5257, 0.3249, 0.3819, 0.2290, 0.2110, -0.0521, 0.4968, -0.6426, 0.9421, -0.3871, -1.5162, -0.4145, 0.5780, 0.3369, 0.3572, 0.3009, 0.4160, -0.7203, -0.6609, -0.6022, 1.0157, -0.5426, -0.7158, -0.5518, 0.2648, 0.4055, 0.2030, 0.4813, 0.2545, 0.3685, 0.1871, 0.4857, -0.8503, 0.2773, -0.8293, 0.9618, -0.4346, -0.6829, -0.3647, 0.3625, 0.4078, -0.4693, 0.5074, 0.2690, 0.4228, -0.0468, 0.4897], "homo_lumo_gap_ha": [0.2488, 0.1133], "spin_multiplicity": 2, "max_force_ha_per_bohr": 0.083, "charge": 1, "e_lumo_ev": [-4.6, -8.3], "homo_ev": [-11.368, -11.368], "e_tot_ha": -3710.92281, "s_squared": 0.757}